1.
Formula: C19H25N2O2P2Pd
Source: the Open Molecules 2025 dataset
Level of theory: ωB97M-V/def2-TZVPD

Values from the calculation:
HOMO-LUMO gap (spin up / spin down), eV: 7.598 / 7.598
Net charge: +1
Highest occupied orbital energy (spin up / spin down), eV: -11.06 / -11.06

Each line ends with the Mulliken charge.
Element x y z (Å)
Pd 0.80997 -0.15108 -0.68303  -0.292
C 0.39762 0.59101 2.90717  -1.532
P 0.66173 -0.71002 1.66307  1.393
C 2.02952 -1.67192 2.38339  -1.335
C -0.79094 -1.81392 1.83494  -0.040
C -1.32671 -2.16716 3.06955  -0.645
C -2.41973 -3.01853 3.13968  -0.813
C -2.97698 -3.53530 1.97761  -0.735
C -2.44459 -3.19969 0.74270  -0.437
C -1.35870 -2.33431 0.66884  0.188
P -0.55302 -1.88406 -0.88668  1.766
C -1.85434 -1.83116 -2.14592  -1.516
C 0.46255 -3.31757 -1.34492  -1.362
H 0.29582 0.16385 3.90424  0.513
H -0.49298 1.16689 2.65782  0.409
H 1.25911 1.25998 2.90070  0.452
H 1.77291 -2.05748 3.36990  0.452
H 2.90008 -1.01921 2.46203  0.420
H 2.28630 -2.49630 1.71917  0.317
H -0.89855 -1.77296 3.98298  0.320
H -2.83884 -3.27812 4.10258  0.418
H -3.82911 -4.19915 2.03559  0.412
H -2.88450 -3.61237 -0.15698  0.331
H -2.30832 -2.81548 -2.26071  0.540
H -1.40796 -1.55004 -3.09937  0.394
H -2.61866 -1.10996 -1.85882  0.423
H -0.11316 -4.24065 -1.27612  0.460
H 1.32592 -3.36188 -0.68252  0.303
H 0.83172 -3.18243 -2.36173  0.404
C 4.58204 0.77415 -1.72287  -1.132
C 3.21004 0.32617 -1.32184  1.094
O 2.37052 1.21198 -0.89472  -0.621
O 2.87759 -0.88608 -1.38857  -0.635
H 4.68196 1.84819 -1.59491  0.297
H 4.76451 0.50057 -2.76107  0.329
H 5.31954 0.25479 -1.11100  0.322
N -1.77234 2.80117 -2.76552  -0.052
C -1.34919 1.53184 -2.59007  -0.404
N -0.57227 1.40137 -1.54703  0.116
C -0.45236 2.68365 -1.00005  0.426
C 0.27598 3.14254 0.09575  -0.233
C 0.18408 4.48180 0.40693  -0.919
C -0.60245 5.36022 -0.35590  -0.470
C -1.31040 4.92618 -1.45525  -1.036
C -1.21933 3.57228 -1.76109  0.309
H -2.37531 3.12120 -3.50378  0.221
H -1.63574 0.73859 -3.25972  0.474
H 0.91693 2.47015 0.64646  0.496
H 0.73955 4.87703 1.24664  0.420
H -0.64345 6.40474 -0.07768  0.391
H -1.90603 5.60647 -2.04986  0.400

2.
Formula: C19H25N3O5S
Source: the Open Molecules 2025 dataset
Level of theory: ωB97M-V/def2-TZVPD

Values from the calculation:
HOMO-LUMO gap, eV: 8.009
Net charge: 0
SMILES: COCCCNC(=S)N(CCO)Cc1cc2cc3c(cc2[nH]c1=O)OCCO3
Highest occupied orbital energy, eV: -7.83

Each line ends with the Mulliken charge.
Element x y z (Å)
C 0.06215 3.73461 -0.30692  -0.943
O -0.18842 2.43063 -0.77156  -0.084
C 0.18621 2.24426 -2.12187  -0.740
C -0.25676 0.86699 -2.60668  -0.290
C -1.77904 0.70641 -2.59938  -1.095
N -2.27593 0.56670 -1.25341  -0.038
C -2.91502 -0.53293 -0.80876  0.555
S -3.54563 -1.64282 -1.87600  -0.479
N -3.04995 -0.69142 0.53337  0.427
C -3.84108 -1.77740 1.06148  -1.220
C -5.29756 -1.35044 1.31379  -0.376
O -6.07550 -2.40683 1.81226  -0.542
C -2.43238 0.21616 1.47338  -1.567
C -0.92458 0.20006 1.40785  0.601
C -0.21065 -0.79209 0.83207  0.129
C 1.21163 -0.73866 0.74498  0.453
C 1.97504 -1.74066 0.14092  -0.652
C 3.34844 -1.63778 0.06722  0.244
C 3.99148 -0.49348 0.58037  0.360
C 3.24916 0.49605 1.20065  -0.833
C 1.86583 0.38148 1.29498  -0.286
N 1.11226 1.34654 1.90377  0.090
C -0.25932 1.36190 1.98687  0.221
O -0.83341 2.30273 2.51190  -0.740
O 5.34156 -0.31859 0.48500  -0.476
C 5.97310 -1.21040 -0.41052  -0.451
C 5.43394 -2.62490 -0.21317  -0.473
O 4.05485 -2.66261 -0.50612  -0.476
H -0.30123 3.77821 0.71789  0.261
H -0.46894 4.47715 -0.91410  0.341
H 1.13490 3.96207 -0.33402  0.318
H -0.28034 3.02453 -2.74350  0.447
H 1.27919 2.34412 -2.21763  0.375
H 0.18941 0.10172 -1.96930  0.010
H 0.11278 0.73099 -3.62344  0.438
H -2.24658 1.57781 -3.07210  0.314
H -2.07273 -0.18821 -3.15539  0.503
H -1.83322 1.19598 -0.59822  0.149
H -3.39319 -2.13599 1.99155  0.303
H -3.83331 -2.59202 0.33016  0.634
H -5.33694 -0.56518 2.07316  0.271
H -5.71584 -0.95518 0.37812  0.273
H -6.11561 -3.09905 1.14221  0.324
H -2.77553 1.24941 1.33045  0.242
H -2.74662 -0.07286 2.47987  0.558
H -0.71162 -1.64773 0.40105  0.450
H 1.49747 -2.61434 -0.27275  0.531
H 3.76537 1.35513 1.59916  0.434
H 1.58514 2.15614 2.28775  0.237
H 7.04121 -1.15641 -0.19666  0.348
H 5.78671 -0.89204 -1.44506  0.284
H 5.91361 -3.33087 -0.89198  0.348
H 5.60547 -2.93691 0.82634  0.289

3.
Formula: C19H25N3SSiW
Source: the Open Molecules 2025 dataset
Level of theory: ωB97M-V/def2-TZVPD

Values from the calculation:
Multiplicity: 3
HOMO-LUMO gap (spin up / spin down), eV: 5.198 / 5.033
Net charge: +2
Highest occupied orbital energy (spin up / spin down), eV: -13.20 / -13.22

Each line ends with the Löwdin spin population.
Element x y z (Å)
C -0.02680 -1.92681 1.44126  0.005
C 1.03685 -1.13422 1.93857  0.026
C 0.69761 -0.68474 3.24915  -0.005
H 1.99566 -0.98331 1.42571  0.003
C -0.58532 -1.25230 3.61611  0.019
C -1.03447 -2.04403 2.47541  0.072
H -1.92144 -2.67520 2.43692  0.005
H -0.05013 -2.42618 0.46582  0.000
H 1.31806 -0.03895 3.87741  0.000
H -1.11372 -1.06387 4.55650  0.009
W -1.08307 0.19368 2.09704  1.554
C -1.00924 2.04305 1.45987  0.058
H -0.96135 2.47099 2.47061  -0.001
H -2.02278 2.39091 1.17173  0.015
H -0.26913 2.48695 0.77105  0.018
Si 1.32004 0.34720 -1.93247  0.019
C 0.38631 0.10737 -3.48497  0.003
C 0.59671 -1.24654 -3.80745  0.003
H 1.04708 -1.94069 -3.09525  0.000
C 0.27724 -1.70592 -5.06026  0.000
H 0.62703 -2.70069 -5.30711  0.000
C -0.44882 -0.86549 -5.90711  0.003
H -0.71676 -1.27367 -6.87322  0.000
C -0.85712 0.40025 -5.49433  0.000
H -1.46783 1.00794 -6.15256  0.000
C -0.44033 0.91838 -4.26818  0.002
H -0.76759 1.89778 -3.93258  0.000
C 2.45412 1.32438 -0.68821  0.008
C 3.60625 0.96046 -1.39834  0.002
H 3.60554 0.84943 -2.49451  0.001
C 4.78579 0.71042 -0.68936  0.002
H 5.68512 0.37281 -1.21031  0.000
C 4.79870 0.97154 0.68549  0.000
H 5.68863 0.78231 1.26897  0.000
C 3.67637 1.40632 1.39553  0.001
H 3.67120 1.62667 2.46797  0.000
C 2.48980 1.64870 0.68471  0.002
H 1.61779 2.15603 1.10582  0.001
H 0.22494 0.28101 -0.88478  0.019
H 1.70122 -0.96938 -1.53023  0.002
N -2.74537 0.93478 3.07585  0.047
N -3.71106 -0.11254 2.99835  0.027
C -3.86058 -0.65188 1.75704  0.022
N -4.89468 -1.49396 1.57190  0.000
S -2.64836 -0.48132 0.53609  0.039
H -3.13316 1.83917 2.69593  0.011
H -2.40911 1.05620 4.02963  0.008
H -4.57929 0.22724 3.44688  0.002
H -5.00298 -2.04222 0.71859  0.000
H -5.54758 -1.69806 2.31934  0.001

4.
Formula: C19H25NO3
Source: the Open Molecules 2025 dataset
Level of theory: ωB97M-V/def2-TZVPD

Values from the calculation:
HOMO-LUMO gap, eV: 8.848
Net charge: 0
SMILES: CCCCc1cc(=O)oc2cc(C)c(CN3CCCC3)c(O)c12
Highest occupied orbital energy, eV: -8.35

Each line ends with the Mulliken charge.
Element x y z (Å)
C -2.20621 2.51786 -2.76343  -1.010
C -0.84498 2.64564 -3.43633  -0.605
C 0.29587 2.08872 -2.58650  -0.097
C 0.56554 2.93147 -1.33240  -1.096
C 1.74071 2.38077 -0.58684  0.988
C 2.95813 2.94298 -0.78001  -0.512
C 4.16936 2.46493 -0.15945  -0.063
O 5.27237 2.93300 -0.30775  -0.645
O 4.03543 1.37810 0.66377  -0.492
C 2.84002 0.79407 0.89190  -0.600
C 2.85638 -0.29234 1.75702  -1.101
C 1.69263 -0.96451 2.07780  0.829
C 1.76357 -2.11943 3.03242  -1.644
C 0.48462 -0.54130 1.51389  0.265
C -0.82283 -1.21043 1.88233  -0.963
N -1.67155 -1.42765 0.70682  -0.166
C -1.11190 -2.41351 -0.21224  -0.764
C -1.56529 -3.79917 0.29087  -0.644
C -2.80762 -3.50202 1.14718  -0.594
C -2.98124 -1.97472 1.03401  -0.868
C 0.45894 0.54570 0.63335  1.054
O -0.70803 0.94579 0.09550  -0.581
C 1.64561 1.24172 0.29903  0.239
H -2.99305 2.85134 -3.43653  0.398
H -2.25411 3.11996 -1.86065  0.291
H -2.39828 1.48221 -2.49287  0.185
H -0.86659 2.10075 -4.38340  0.342
H -0.64797 3.69538 -3.66529  0.318
H 1.20849 2.06080 -3.18746  0.351
H 0.05738 1.06701 -2.28860  0.124
H 0.78783 3.95565 -1.63828  0.543
H -0.31592 2.93412 -0.69718  0.256
H 3.08201 3.79563 -1.42929  0.440
H 3.80391 -0.58931 2.17634  0.419
H 1.41348 -3.03787 2.56233  0.303
H 1.15374 -1.93140 3.91487  0.356
H 2.78976 -2.27393 3.35317  0.397
H -0.62978 -2.14727 2.41404  0.488
H -1.37596 -0.54967 2.56191  0.290
H -1.53219 -2.21781 -1.20281  0.416
H -0.02824 -2.31259 -0.26884  0.424
H -1.79054 -4.46070 -0.54269  0.380
H -0.78175 -4.26745 0.88608  0.202
H -2.64614 -3.79160 2.18546  0.257
H -3.69112 -4.02438 0.78715  0.382
H -3.65171 -1.73515 0.20342  0.428
H -3.37932 -1.52238 1.94181  0.425
H -1.37348 0.23299 0.24636  0.657

Asked for calculated total energy across the records above, the calculation gives -1809.4804 -1677.6841 -1657.2329 -1019.5026 Ha in order.